# C21H27FN4O2

An isolated molecule of C21H27FN4O2 (the ωB97M-V functional and the def2-TZVPD basis, OMol25).

Output
Energy above the lowest of the compared OMol25 structures with the same formula, charge and spin: 14.83 kcal/mol
Structure (SMILES): CCN(CCn1cccn1)C(=O)[C@@H]1CCC(=O)N(CCc2cccc(F)c2)C1
E_HOMO: -9.0 eV

Geometry as ORCA input:
```
! wB97M-V def2-TZVPD RIJCOSX def2/J DEFGRID3
* xyz 0 1
H 1.369 -2.203 -0.045
H -2.228 2.576 1.479
C -2.532 -2.810 1.091
C -3.516 -1.211 -0.444
H -3.865 0.882 -2.337
H 3.069 -1.140 -1.429
C 2.902 1.414 0.580
H 0.916 2.618 -0.697
C -2.466 -1.402 -1.333
H 4.693 1.605 -0.622
H -4.317 -0.519 -0.644
C -1.463 -2.309 -1.001
N 3.148 -1.320 2.571
O 0.809 -0.398 -1.716
O -3.877 1.880 -0.320
H -1.405 3.544 0.245
H -0.644 -2.459 -1.688
N 2.287 0.383 -0.233
N -2.062 1.532 -1.625
H 0.007 -1.538 1.884
H -2.670 1.234 -3.600
H 3.259 -0.656 4.537
C -1.715 2.533 0.519
H -0.678 2.950 -2.253
H -3.044 -1.200 -3.374
C 3.028 -0.860 -0.373
H 4.036 -0.713 0.013
C -0.699 1.902 -1.923
H -1.369 -0.764 -3.022
C 1.225 -0.940 3.658
C 0.280 1.730 -0.741
C 1.147 0.489 -0.950
H 2.140 2.067 1.003
H -0.870 0.569 0.672
H 4.357 2.995 0.411
C -3.524 -1.910 0.749
C 2.624 -0.929 3.718
C -1.496 -3.007 0.193
C -2.681 1.977 -0.508
H 0.114 1.819 1.433
H 0.533 -0.676 4.431
C 3.905 2.239 -0.225
F -4.546 -1.716 1.611
H -2.579 -3.337 2.031
C -0.511 1.596 0.567
H 2.967 -2.882 0.379
H -0.715 -3.715 0.430
C -2.394 -0.689 -2.657
N 2.120 -1.593 1.772
C 0.940 -1.370 2.383
C 2.337 -1.988 0.408
H 3.412 2.733 -1.060
H -0.358 1.277 -2.750
C -2.813 0.786 -2.611
H 3.412 0.923 1.414
*
```

***

# C21H27N3O3S

An isolated molecule of C21H27N3O3S (the ωB97M-V functional and the def2-TZVPD basis, OMol25).

Output
Energy above the lowest of the compared OMol25 structures with the same formula, charge and spin: 47.51 kcal/mol
Structure (SMILES): CCOc1ccc([C@@H]2SCC(=O)Nc3c2c(=O)[nH]n3C2CCCCCC2)cc1
E_HOMO: -8.0 eV

Geometry as ORCA input:
```
! wB97M-V def2-TZVPD RIJCOSX def2/J DEFGRID3
* xyz 0 1
C -1.147 1.352 1.276
C 0.543 3.057 -0.299
H 3.537 1.283 -0.117
C 3.602 -2.204 -0.251
C -4.226 -0.923 -0.698
N 1.774 -0.687 0.289
C -3.848 -1.202 0.612
H -1.392 1.437 2.339
H 5.891 1.220 -0.245
H 4.466 -1.976 -2.203
H 5.324 0.256 -1.601
H 0.667 4.083 -0.642
H -2.578 -0.671 2.240
H 3.991 -2.363 0.755
C -2.250 0.607 0.561
H 0.695 0.200 -2.027
H 1.367 2.771 0.356
H 7.299 -0.591 -0.024
H -7.667 -1.334 -0.496
C 5.396 0.284 -0.513
C 6.247 -0.881 -0.007
S -0.988 3.098 0.697
O -5.156 -1.606 -1.422
C 0.448 2.145 -1.495
O 0.228 2.519 -2.622
H 4.664 -3.578 -1.519
O 0.304 -0.377 3.392
H 2.839 -0.603 -1.457
C -2.627 0.883 -0.747
H -7.653 -2.796 0.501
H -5.323 -3.294 -0.229
H 5.991 -1.070 1.038
C 0.113 0.569 1.161
C -2.869 -0.442 1.225
H 2.115 -1.753 2.035
C 0.654 -0.242 2.238
H 6.496 -2.994 -0.206
H 6.746 -2.109 -1.703
H 4.086 0.237 1.192
C 4.692 -2.513 -1.280
C 0.831 0.280 0.038
C -3.601 0.130 -1.367
H -4.303 -2.006 1.169
C 3.056 -0.780 -0.398
H 2.765 -2.891 -0.402
C -7.039 -1.999 0.091
N 0.699 0.824 -1.230
C 6.111 -2.174 -0.817
H -6.605 -1.428 0.909
H -2.176 1.704 -1.283
C 4.000 0.318 0.106
C -5.949 -2.594 -0.796
H -3.900 0.343 -2.381
N 1.732 -0.898 1.663
H -6.404 -3.139 -1.628
*
```

***

# C21H27N3O4

A structure of composition C21H27N3O4 (the ωB97M-V functional and the def2-TZVPD basis, OMol25).

Output
Energy above the lowest of the compared OMol25 structures with the same formula, charge and spin: 481.69 kcal/mol
E_HOMO: -8.5 eV

Geometry as ORCA input:
```
! wB97M-V def2-TZVPD RIJCOSX def2/J DEFGRID3
* xyz 0 1
H -2.213 1.839 0.380
H -3.253 -1.843 4.187
H 0.330 3.698 2.433
H -1.890 2.420 2.000
C -2.504 -2.746 3.298
C -3.631 -3.282 -0.057
N 2.365 0.024 -1.979
H -3.491 -2.028 -1.811
C -0.483 2.990 0.411
C -2.782 -2.364 1.964
H 3.869 2.591 -4.303
H -5.091 -3.446 -2.206
C -2.065 -1.311 1.514
H 1.160 0.289 2.324
H -2.808 -3.609 3.606
H 4.895 0.590 -3.290
H 1.331 3.968 0.906
C 3.590 0.432 -1.511
C -1.601 1.981 1.011
H -5.107 -5.227 -2.292
H 5.284 1.697 -1.994
H -3.751 -4.323 1.797
C 0.856 3.230 1.197
C -2.386 -1.135 0.082
C 4.249 0.170 -0.172
H -1.521 -2.564 3.737
O 1.648 1.724 -4.799
H 3.122 2.874 -2.763
H -3.551 -4.282 -2.528
C -3.378 -3.338 1.208
O -4.365 -4.414 -0.744
C 0.620 1.168 2.316
C -3.227 -1.957 -0.606
N 1.396 1.975 1.398
O 2.811 2.725 -0.204
C 2.941 0.317 0.836
C 4.237 1.403 -2.609
H -0.362 2.747 -0.665
H -1.141 4.108 0.265
C 2.605 1.666 0.719
H -0.265 0.293 0.474
H 3.349 0.131 1.693
H -2.199 -0.270 -0.560
H 4.591 -0.783 -0.161
H 2.227 -0.283 0.797
H 1.091 -0.303 -3.180
O -1.535 -0.137 3.384
C 2.229 1.342 -3.903
C -1.633 -0.126 2.112
C -4.454 -4.317 -2.047
C -0.669 0.755 1.531
N 1.836 0.459 -3.117
C 3.432 2.238 -3.280
H 0.100 1.499 3.242
H 5.191 0.746 -0.041
*
```

***

# C21H27N5O2

An isolated molecule of C21H27N5O2 (the ωB97M-V functional and the def2-TZVPD basis, OMol25).

Output
Energy above the lowest of the compared OMol25 structures with the same formula, charge and spin: 62.56 kcal/mol
Structure (SMILES): CCN(CCn1cccn1)C(=O)CCc1nnc(CCCc2ccccc2)o1
E_HOMO: -9.0 eV

Geometry as ORCA input:
```
! wB97M-V def2-TZVPD RIJCOSX def2/J DEFGRID3
* xyz 0 1
H 4.436 1.172 2.457
H 6.269 1.311 1.019
C 2.416 1.616 1.924
C 2.003 -1.393 0.176
H 0.492 2.096 1.114
H 5.937 -1.877 -0.851
N -1.933 -0.415 -0.061
N -5.988 1.088 -0.976
C -4.399 -0.588 -0.334
H -0.093 -0.156 -1.022
O -2.441 -2.026 1.413
C 5.727 1.459 0.082
C 4.022 -1.152 -0.396
C -1.124 0.182 -1.106
C 3.764 1.453 1.657
O 3.252 -1.393 0.691
H -2.616 0.322 -2.680
H -3.325 0.275 1.318
C 3.381 2.006 -0.636
H 5.529 0.438 -1.818
C 5.496 -1.054 -0.284
H 3.752 2.158 -1.639
C -0.342 -2.259 0.294
H 5.773 -1.162 0.765
C -1.645 -0.136 -2.507
C 4.263 1.643 0.375
H 1.111 -2.148 1.925
C 6.006 0.276 -0.852
C -3.209 0.211 0.231
C 2.032 2.162 -0.375
C 0.817 -1.575 1.044
H 6.114 2.366 -0.389
H 7.084 0.201 -1.008
H -0.443 -3.290 0.634
C 1.545 1.968 0.907
C -7.474 0.951 0.697
H 0.509 -0.584 1.393
C -7.108 1.593 -0.493
H -1.734 -1.211 -2.641
N 2.017 -1.184 -1.099
H 2.045 1.464 2.928
H -4.267 -0.742 -1.407
H -3.219 1.215 -0.193
H 1.361 2.434 -1.175
H -0.946 0.245 -3.245
N 3.308 -1.036 -1.466
H -6.340 -0.709 1.675
H -7.611 2.386 -1.009
H -0.138 -2.266 -0.775
H -1.135 1.266 -0.955
H -8.331 1.143 1.308
N -5.624 0.128 -0.131
C -6.486 0.015 0.899
C -1.664 -1.570 0.591
H -4.453 -1.553 0.173
*
```